Computed, not measured: a structure of composition C30H80AsF6O30S10 in a non-equilibrium geometry, with the ωB97M-V functional and the def2-TZVPD basis.

Results
ΔE to the lowest compared entry with this formula, charge and spin: 8.250 eV
HOMO level: -0.34799 hartree
LUMO energy: 1.48 eV
Orbital gap: 10.95 eV

Geometry as ORCA input:
```
! RIJCOSX wB97M-V def2-TZVPD def2/J DEFGRID3
* xyz -1 1
As -0.36923 -0.06618 0.17014
F -0.68886 0.25520 -1.55292
F -1.87340 -1.07858 0.25459
F -0.00923 -0.48303 1.85466
F 1.05331 1.04704 0.16376
F -1.37038 1.39890 0.53049
F 0.60381 -1.52801 -0.35619
O 7.96326 -0.92361 -2.75459
S 7.40769 -0.93049 -4.08699
O 7.30579 0.27222 -4.85152
O 8.20809 -2.01845 -4.99389
C 7.72804 -2.41966 -6.26039
C 7.67807 -3.96101 -6.28107
C 5.72503 -1.85294 -3.89963
H 8.50704 -2.15664 -6.97600
H 6.76708 -1.97210 -6.51398
H 6.77448 -4.31597 -5.78547
H 8.48927 -4.41883 -5.71498
H 7.76714 -4.40072 -7.27446
H 5.18345 -1.85326 -4.84556
H 5.19333 -1.33123 -3.10387
H 5.92327 -2.87389 -3.57332
O -8.90209 -0.16479 -8.05110
S -8.59419 -1.26464 -7.12324
O -7.62261 -2.28921 -7.51031
O -8.18949 -0.60142 -5.66527
C -8.09192 -1.44683 -4.57155
C -7.06815 -0.86932 -3.60063
C -10.23832 -2.09779 -6.64717
H -8.02008 -2.51799 -4.76009
H -9.03652 -1.35474 -4.03550
H -7.30996 0.17687 -3.41325
H -6.07004 -0.98057 -4.02430
H -6.96165 -1.38404 -2.64574
H -11.04591 -1.36838 -6.58485
H -10.16474 -2.68206 -5.72994
H -10.55439 -2.74754 -7.46328
O -1.93458 0.64363 10.35924
S -0.84218 -0.07472 10.97393
O -1.01823 -1.36409 11.68873
O 0.44336 -0.22384 9.92277
C 0.18363 -0.43843 8.50772
C -0.46242 -1.73923 8.14762
C -0.07160 1.10957 12.24356
H 1.09564 -0.29120 7.92923
H -0.39006 0.41295 8.14147
H 0.18397 -2.61515 8.20274
H -0.74682 -1.78051 7.09619
H -1.38131 -1.93031 8.70192
H -0.75765 1.22496 13.08268
H 0.10212 2.04334 11.70877
H 0.91602 0.75425 12.53760
O 1.18645 -3.32675 -6.92008
S -0.03095 -4.12065 -7.07651
O -0.39707 -4.52083 -8.47572
O 0.03148 -5.49859 -6.13159
C 0.70276 -5.47436 -4.92122
C 0.90203 -6.93521 -4.45438
C -1.42383 -3.22659 -6.22458
H 0.05083 -4.91716 -4.24845
H 1.64783 -4.95514 -5.08045
H 1.43327 -7.01268 -3.50575
H 1.48958 -7.46363 -5.20515
H -0.05378 -7.45035 -4.35870
H -1.77319 -2.52065 -6.97803
H -1.03398 -2.80413 -5.29847
H -2.23226 -3.93601 -6.04778
O 6.37224 -2.21973 4.77084
S 7.01395 -0.96193 5.05807
O 6.52740 -0.10524 6.12177
O 8.67496 -1.20031 5.22876
C 9.27505 -2.34558 4.50424
C 10.40314 -3.02508 5.31636
C 6.96832 0.01953 3.52026
H 9.67414 -1.84386 3.62271
H 8.60516 -3.07926 4.05584
H 11.06899 -2.22578 5.64174
H 11.00046 -3.67125 4.67311
H 10.05407 -3.58138 6.18629
H 7.69989 -0.46669 2.87490
H 7.31556 1.02291 3.76676
H 6.00079 -0.10923 3.03508
O 1.73486 -7.62033 6.55659
S 1.17073 -7.89896 5.21466
O 1.11291 -9.27786 4.69983
O -0.31528 -7.16389 5.26145
C -1.25633 -7.41967 4.23737
C -1.24993 -6.30798 3.19641
C 1.91138 -6.77954 3.91030
H -2.13948 -7.70159 4.81067
H -1.09495 -8.37689 3.74159
H -2.20551 -5.84865 2.94346
H -0.91120 -6.73502 2.25249
H -0.50785 -5.56230 3.48168
H 1.72080 -5.75400 4.22660
H 1.52465 -7.02798 2.92195
H 2.98436 -6.97104 3.92149
O 1.61836 8.59752 -2.65939
S 2.34164 8.42036 -1.39048
O 1.66667 7.99683 -0.12181
O 3.57386 7.32810 -1.70960
C 4.34165 6.64025 -0.61747
C 5.58362 5.88733 -1.23540
C 3.40476 9.86695 -1.05206
H 3.75809 5.82915 -0.18195
H 4.51313 7.38894 0.15594
H 6.50504 5.64627 -0.70533
H 5.81821 6.36514 -2.18659
H 5.15318 4.90785 -1.44386
H 2.72675 10.70390 -0.88498
H 4.11718 10.07585 -1.85014
H 3.93962 9.75618 -0.10879
O -7.60788 -0.82415 6.71326
S -6.91410 -1.21099 5.50454
O -5.89391 -2.24426 5.56516
O -8.08812 -1.53545 4.27979
C -7.62140 -2.01578 3.06725
C -8.73302 -2.71821 2.22933
C -6.15066 0.30266 4.71257
H -6.74147 -2.64999 3.17491
H -7.30784 -1.13709 2.50360
H -8.46456 -2.71859 1.17290
H -9.63083 -2.10035 2.21262
H -8.79473 -3.77498 2.48921
H -6.93286 0.84130 4.17765
H -5.37709 0.01786 3.99942
H -5.56230 0.77505 5.49919
O -4.14705 8.57016 4.02596
S -5.33229 7.96223 3.39088
O -6.19601 7.03884 4.08116
O -6.26223 9.16029 2.85330
C -7.63671 8.85996 2.46210
C -8.39782 10.06298 1.88386
C -4.74509 7.22631 1.77720
H -8.15475 8.53026 3.36268
H -7.74160 7.99548 1.80653
H -7.80127 10.47223 1.06855
H -8.49191 10.86507 2.61591
H -9.43174 9.90470 1.57717
H -4.46160 7.94565 1.00890
H -5.62114 6.66178 1.45790
H -3.95242 6.56568 2.12841
O 1.23978 4.97884 -6.71672
S 1.66804 3.61667 -7.03890
O 0.71712 2.60538 -7.49624
O 2.95236 3.67381 -8.13079
C 3.39551 2.46405 -8.65155
C 4.92577 2.66261 -8.96949
C 2.67026 3.02995 -5.62980
H 2.78836 2.10624 -9.48309
H 3.36370 1.67569 -7.89949
H 5.28742 1.74241 -9.42832
H 5.48627 2.81555 -8.04724
H 5.13395 3.45630 -9.68700
H 2.26207 2.06822 -5.31905
H 2.45847 3.75581 -4.84470
H 3.73439 2.98265 -5.86107
*
```